Model w:
The following is a quantum chemistry calculation of C4H5N3 as an isolated structure, from the Open Molecules 2025 dataset.

Each line ends with the Mulliken charge.
Element x y z (Å)
C1 -0.386 -0.366 -1.883  -0.80
C2 -0.383 -0.202 -0.650  0.72
C3 -1.098 -0.027 1.226  -0.04
C4 0.785 0.319 0.119  0.38
H1 -1.130 -0.765 -2.549  0.32
H2 0.619 -0.322 -2.372  0.12
H3 -1.648 -0.028 2.268  0.26
H4 0.396 0.969 2.113  0.22
H5 2.177 0.464 -1.144  0.23
N1 -1.393 -0.634 0.153  -0.57
N2 0.186 0.442 1.291  -0.11
N3 2.075 0.384 -0.185  -0.74

## Properties
E_HOMO: -0.3172 Eh
LUMO level: 0.1 eV
Orbital gap: 0.321 Eh
Multiplicity: 1

Model x:
The following is a quantum chemistry calculation of one molecule with the formula C4H5N3, from the Open Molecules 2025 dataset.

Each line ends with the Mulliken charge.
Element x y z (Å)
C1 0.341 1.117 -1.170  -0.88
N1 -0.520 0.037 -0.702  -0.39
C2 -0.346 -0.251 0.704  0.47
C3 -1.314 -1.271 1.155  -0.06
N2 -2.072 -2.066 1.513  -0.37
C4 1.036 -0.675 1.073  0.14
N3 2.136 -0.962 1.284  -0.39
H1 0.079 2.038 -0.637  0.29
H2 0.151 1.281 -2.233  0.32
H3 1.415 0.925 -1.025  0.33
H4 -0.375 -0.806 -1.249  0.31
H5 -0.557 0.669 1.265  0.23

## Properties
E_HOMO: -0.3882 Eh
LUMO level: 0.6 eV
Orbital gap: 0.410 Eh
Multiplicity: 1

Pick the most stable structure from those above. Pick: model x